12
Properties=species:S:1:pos:R:3:lowdin_charge:R:1 method="wB97M-V/def2-TZVPD" total_energy_ev=-8338.425 lumo_energy_ev=0.94 smiles="O=CC[C@H]1CO1" total_charge=0 fmax_ev_per_a=0.48 gap_ev=10.971 e_above_lowest_kj_mol=196.5
O 0.0195 1.7544 1.5173 0.06
C 0.1451 1.6279 0.3234 -0.26
C -0.6665 0.6591 -0.5024 -0.10
C 0.1517 -0.6168 -0.5987 -0.32
C 0.3527 -1.4507 0.5881 -0.10
O -0.5222 -1.8504 -0.4626 -0.03
H 0.9365 2.1820 -0.2216 0.13
H -0.8682 1.0666 -1.5005 0.12
H -1.6076 0.4455 0.0110 0.13
H 0.9249 -0.6142 -1.3673 0.15
H 1.2730 -2.0258 0.6899 0.11
H -0.1388 -1.1776 1.5234 0.12